Record 1
{"formula": "C28H29N3O7", "method": "ωB97M-V with the def2-TZVPD basis set", "species": ["C", "O", "C", "C", "C", "C", "N", "C", "O", "C", "C", "C", "O", "N", "C", "C", "C", "C", "O", "C", "C", "C", "C", "O", "N", "C", "C", "C", "C", "C", "O", "C", "C", "O", "C", "C", "C", "C", "H", "H", "H", "H", "H", "H", "H", "H", "H", "H", "H", "H", "H", "H", "H", "H", "H", "H", "H", "H", "H", "H", "H", "H", "H", "H", "H", "H", "H"], "coordinates": [[3.1190, -2.8177, -7.5958], [3.7602, -2.1806, -6.5180], [2.9913, -1.5674, -5.5750], [1.6023, -1.5239, -5.5785], [0.9173, -0.8692, -4.5688], [1.6080, -0.2500, -3.5373], [0.9695, 0.4244, -2.4847], [-0.3486, 0.4543, -2.1757], [-1.2353, -0.0518, -2.8284], [-0.6357, 1.2556, -0.9059], [-1.9881, 0.8589, -0.3046], [-2.4620, 1.9237, 0.6777], [-2.6149, 3.0956, 0.4430], [-2.6189, 1.2928, 1.8809], [-3.0475, 1.9202, 3.0767], [-4.0390, 2.8882, 3.0342], [-4.4544, 3.5156, 4.1953], [-3.8870, 3.1705, 5.4174], [-4.2207, 3.7196, 6.6161], [-5.2182, 4.7119, 6.6480], [-2.8945, 2.1890, 5.4518], [-2.4722, 1.5730, 4.2948], [-2.3077, -0.0831, 1.7908], [-2.3634, -0.8785, 2.6946], [-1.9488, -0.3228, 0.5112], [-1.6096, -1.6375, 0.0167], [-0.1205, -1.8294, -0.1236], [0.4349, -2.4067, -1.2519], [1.8060, -2.5442, -1.3451], [2.6603, -2.1008, -0.3399], [3.9862, -2.2580, -0.6162], [4.9506, -2.2302, 0.4131], [2.0994, -1.5178, 0.8135], [2.9429, -1.0629, 1.7978], [2.3859, -0.6299, 3.0153], [0.7188, -1.4073, 0.8998], [3.0016, -0.2919, -3.5339], [3.6838, -0.9414, -4.5364], [3.9173, -3.2224, -8.2160], [2.5262, -2.1112, -8.1859], [2.4763, -3.6361, -7.2554], [1.0331, -1.9957, -6.3634], [-0.1588, -0.8439, -4.5817], [1.6082, 0.8521, -1.8289], [0.1586, 1.1190, -0.1709], [-0.6916, 2.3145, -1.1756], [-2.6993, 0.7421, -1.1351], [-4.4823, 3.1632, 2.0910], [-5.2242, 4.2675, 4.1299], [-6.1785, 4.3283, 6.2888], [-4.9324, 5.5885, 6.0579], [-5.3145, 4.9985, 7.6940], [-2.4643, 1.9287, 6.4056], [-1.7111, 0.8113, 4.3359], [-2.0966, -1.7849, -0.9506], [-2.0121, -2.3536, 0.7413], [-0.1956, -2.7436, -2.0590], [2.2593, -2.9898, -2.2159], [5.0877, -1.2253, 0.8178], [5.8762, -2.5629, -0.0567], [4.6910, -2.9125, 1.2257], [3.2354, -0.4245, 3.6652], [1.7586, -1.4018, 3.4706], [1.8009, 0.2878, 2.8911], [0.2686, -0.9810, 1.7820], [3.5516, 0.1801, -2.7329], [4.7610, -0.9827, -4.5381]], "total_charge": 0, "smiles": "COc1ccc(NC(=O)C[C@@H]2C(=O)N(c3ccc(OC)cc3)C(=O)N2Cc2ccc(OC)c(OC)c2)cc1", "relative_energy_kj_mol": 0.9, "e_lumo_ev": 0.528, "homo_lumo_gap_ev": 8.5}

Record 2
{"formula": "C28H29N4O", "method": "ωB97M-V with the def2-TZVPD basis set", "species": ["C", "N", "C", "O", "C", "C", "C", "C", "C", "C", "C", "C", "N", "C", "C", "C", "C", "C", "C", "C", "C", "N", "C", "C", "C", "C", "C", "H", "H", "H", "H", "H", "H", "H", "H", "H", "H", "H", "H", "H", "H", "H", "H", "H", "H", "H", "H", "H", "H", "H", "H", "N", "C", "C", "C", "C", "C", "H", "H", "H", "H", "H"], "coordinates": [[-1.3965, -4.7429, -1.5910], [-0.8971, -3.9180, -0.5160], [0.2640, -4.2062, 0.1430], [0.9601, -5.1991, -0.0426], [0.4968, -3.0830, 1.1621], [1.7898, -2.2970, 0.9028], [3.0279, -3.1583, 1.0161], [3.8860, -3.3224, -0.0761], [4.9566, -4.2174, 0.0055], [5.2117, -4.9025, 1.2012], [4.3819, -4.6920, 2.3106], [3.2949, -3.8166, 2.2181], [-0.7274, -2.2825, 1.0271], [-0.9222, -1.2107, 1.8270], [-2.0529, -0.4051, 1.7742], [-2.4031, 0.6503, 2.6067], [-3.5406, 1.4856, 2.3224], [-3.7681, 2.6894, 3.0478], [-4.9027, 3.4595, 2.8336], [-5.8433, 3.0813, 1.8574], [-7.0300, 3.8573, 1.6462], [-8.0091, 4.4777, 1.4671], [-5.6157, 1.9353, 1.0856], [-4.4839, 1.1607, 1.2992], [-1.6277, -2.7527, -0.0482], [-1.8011, -1.7611, -1.2065], [-3.0268, -3.1788, 0.4232], [-0.6882, -5.5515, -1.7699], [-2.3752, -5.1637, -1.3322], [-1.5141, -4.1493, -2.5055], [0.5483, -3.5335, 2.1708], [1.7337, -1.8518, -0.1028], [1.8329, -1.4773, 1.6373], [3.6792, -2.7683, -0.9951], [5.5857, -4.3843, -0.8708], [6.0557, -5.5931, 1.2701], [4.5682, -5.2154, 3.2493], [2.6293, -3.6519, 3.0696], [-0.1165, -1.0091, 2.5367], [-2.7316, -0.6358, 0.9608], [-1.8268, 0.8751, 3.5075], [-3.0188, 2.9926, 3.7824], [-5.0731, 4.3667, 3.4176], [-6.3291, 1.6481, 0.3097], [-4.3447, 0.2806, 0.6685], [-0.8386, -1.5707, -1.6986], [-2.4890, -2.2044, -1.9384], [-2.2241, -0.8128, -0.8666], [-2.9569, -4.0273, 1.1169], [-3.5576, -2.3583, 0.9116], [-3.6052, -3.4894, -0.4576], [-1.0547, 1.6373, 5.3049], [0.1447, 1.1785, 5.6785], [0.9058, 1.7896, 6.6939], [0.3720, 2.8864, 7.3749], [-0.9395, 3.2609, 7.0769], [-1.6283, 2.5840, 6.0524], [0.5094, 0.2889, 5.1585], [1.8887, 1.3863, 6.9178], [0.9521, 3.4171, 8.1333], [-1.4555, 4.0569, 7.6047], [-2.6745, 2.8090, 5.8337]], "total_charge": 1, "relative_energy_kj_mol": 15.3, "e_lumo_ev": -5.082, "homo_lumo_gap_ev": 6.2}

Record 3
{"formula": "C28H30BrGeI2MnSb", "method": "ωB97M-V with the def2-TZVPD basis set", "species": ["Mn", "C", "Sb", "C", "C", "H", "H", "H", "H", "H", "H", "H", "H", "H", "C", "C", "C", "C", "C", "C", "Ge", "C", "C", "C", "C", "C", "C", "C", "C", "C", "C", "C", "C", "H", "H", "H", "H", "H", "H", "H", "H", "H", "H", "H", "H", "H", "H", "H", "Br", "C", "C", "C", "C", "C", "C", "I", "H", "H", "H", "H", "I", "C", "H", "H"], "coordinates": [[0.0833, -1.0754, -0.5254], [2.2664, 1.2809, -3.8798], [1.6375, 1.5998, -1.8825], [0.5487, 3.3854, -2.2390], [3.3957, 2.5245, -1.1682], [2.6936, 2.2027, -4.2714], [1.4258, 0.9983, -4.5127], [3.0182, 0.4940, -3.9167], [1.2137, 4.1425, -2.6512], [0.1164, 3.7704, -1.3125], [-0.2483, 3.2051, -2.9609], [3.6493, 3.3489, -1.8323], [4.2195, 1.8131, -1.1460], [3.2275, 2.9104, -0.1633], [-3.9671, -0.1904, -0.9766], [-3.0235, 0.6713, -1.5207], [-1.8171, 0.8777, -0.8688], [-1.5496, 0.2109, 0.3423], [-2.5161, -0.6619, 0.8806], [-3.7214, -0.8462, 0.2224], [-0.0917, 0.7294, 1.5829], [-0.2376, -0.3070, 3.1813], [-0.2842, -1.7020, 3.2477], [-0.3930, -2.3422, 4.4701], [-0.4666, -1.5946, 5.6401], [-0.4236, -0.2126, 5.5904], [-0.3050, 0.4345, 4.3655], [0.0825, 2.6254, 1.6602], [1.1890, 3.2883, 2.2008], [1.1830, 4.6640, 2.3435], [0.0711, 5.4007, 1.9553], [-1.0401, 4.7632, 1.4299], [-1.0359, 3.3820, 1.2811], [-4.9097, -0.3419, -1.4857], [-3.2379, 1.1947, -2.4429], [-1.1074, 1.5856, -1.2730], [-2.3370, -1.1646, 1.8212], [-4.4731, -1.4985, 0.6456], [-0.2018, -2.3120, 2.3514], [-0.4178, -3.4224, 4.5181], [-0.5557, -2.0958, 6.5944], [-0.4803, 0.3664, 6.5020], [-0.2688, 1.5174, 4.3433], [2.0697, 2.7376, 2.5210], [2.0445, 5.1667, 2.7611], [0.0726, 6.4768, 2.0652], [-1.9110, 5.3341, 1.1382], [-1.9213, 2.9051, 0.8831], [-1.0777, -3.5597, -0.4707], [-0.4232, -4.4305, -2.0438], [-0.4366, -5.8148, -2.0009], [-0.0204, -6.5235, -3.1189], [0.3985, -5.8540, -4.2554], [0.4079, -4.4671, -4.2902], [-0.0079, -3.7446, -3.1758], [0.0922, -1.6896, -3.3148], [-0.7674, -6.3370, -1.1146], [-0.0248, -7.6044, -3.0939], [0.7226, -6.4086, -5.1249], [0.7433, -3.9548, -5.1811], [2.5108, -0.0272, 1.4163], [1.9387, -1.6140, 0.1618], [2.0128, -2.5297, 0.7479], [2.6658, -1.6804, -0.6501]], "total_charge": 2, "relative_energy_kj_mol": 182.3, "e_lumo_ev": [-6.512, -6.866], "homo_lumo_gap_ev": [7.2, 7.2], "multiplicity": 6}

Record 4
{"formula": "C28H30CaN2O2PS2Si", "method": "ωB97M-V with the def2-TZVPD basis set", "species": ["Ca", "C", "C", "C", "C", "C", "C", "N", "N", "Si", "C", "C", "C", "H", "H", "H", "H", "H", "H", "H", "H", "H", "H", "H", "H", "H", "H", "H", "O", "C", "O", "C", "C", "C", "C", "C", "C", "H", "H", "H", "H", "H", "S", "P", "S", "C", "C", "C", "C", "C", "C", "C", "C", "C", "C", "C", "C", "H", "H", "H", "H", "H", "H", "H", "H", "H", "H"], "coordinates": [[0.2323, -0.1703, 0.8057], [-3.6826, -1.0597, 0.5270], [-3.3114, 0.3971, 0.5431], [-4.2391, 1.3811, 0.2497], [-3.8074, 2.7103, 0.2835], [-2.5057, 3.0076, 0.5864], [-1.5866, 1.9579, 0.8798], [-2.0490, 0.6744, 0.8714], [-0.2887, 2.1083, 1.1556], [0.6437, 3.5344, 1.2783], [0.7211, 4.5434, -0.3284], [0.0339, 4.6945, 2.6625], [2.3975, 2.9856, 1.7080], [-3.8645, -1.4161, 1.5435], [-2.8679, -1.6450, 0.0995], [-4.5821, -1.2329, -0.0625], [-5.2542, 1.1181, -0.0132], [-4.5010, 3.5122, 0.0554], [-2.1581, 4.0319, 0.5934], [-0.2272, 5.0322, -0.5603], [0.9782, 3.9005, -1.1734], [1.4856, 5.3227, -0.2612], [-0.9895, 5.0350, 2.4904], [0.6681, 5.5802, 2.7538], [0.0487, 4.1700, 3.6204], [2.8173, 2.3233, 0.9465], [2.4032, 2.4347, 2.6527], [3.0713, 3.8401, 1.8126], [-0.6183, -2.0834, -2.6758], [-0.2640, -0.9269, -2.4583], [-0.0177, -0.4084, -1.3199], [-0.0914, 0.0232, -3.6391], [0.2006, 1.3670, -3.4321], [0.3430, 2.2279, -4.5110], [0.1975, 1.7489, -5.8052], [-0.0948, 0.4077, -6.0172], [-0.2412, -0.4498, -4.9377], [0.3051, 1.7211, -2.4147], [0.5658, 3.2745, -4.3402], [0.3100, 2.4198, -6.6488], [-0.2102, 0.0331, -7.0275], [-0.4750, -1.4981, -5.0709], [1.1296, -1.2787, 3.3244], [2.9289, -1.4665, 2.4552], [2.9761, -1.0885, 0.5013], [3.5670, -3.1357, 2.8017], [3.9669, -3.4587, 4.0965], [4.4029, -4.7399, 4.3904], [4.4388, -5.7056, 3.3924], [4.0393, -5.3862, 2.1041], [3.6050, -4.1019, 1.8056], [4.1390, -0.4005, 3.3117], [3.8288, 0.2632, 4.4913], [4.7803, 1.0650, 5.1081], [6.0417, 1.2042, 4.5509], [6.3540, 0.5432, 3.3695], [5.4048, -0.2525, 2.7501], [3.9333, -2.7052, 4.8739], [4.7153, -4.9854, 5.3977], [4.7800, -6.7077, 3.6213], [4.0662, -6.1367, 1.3241], [3.2998, -3.8372, 0.8007], [2.8348, 0.1608, 4.9088], [4.5282, 1.5878, 6.0223], [6.7800, 1.8358, 5.0294], [7.3342, 0.6579, 2.9240], [5.6330, -0.7480, 1.8143]], "total_charge": -1, "relative_energy_kj_mol": 6.9, "e_lumo_ev": 2.571, "homo_lumo_gap_ev": 7.4}

no.,largest force on an atom (eV/A),DFT total energy (eV)
1,0.8,-48310.20622
2,2.9,-37507.68571
3,1.3,-210124.33676
4,0.3,-93884.71290